Entry 1:
Entry from OMol25: 8 unconnected molecules or ions with the total composition C18H53NO9S7Si in a non-equilibrium geometry (ωB97M-V/def2-TZVPD).

```
! wB97M-V def2-TZVPD RIJCOSX def2/J DEFGRID3
* xyz 0 1
N 5.85363 -1.39475 0.68441
Si 5.36378 -0.92262 -0.92294
C 3.92596 0.29141 -0.86655
C 2.79096 -0.14662 0.05364
C 2.06390 -1.39552 -0.44976
C 0.92241 -1.76666 0.47690
O 0.80182 -2.85042 1.01479
O 0.00840 -0.79522 0.71751
H 5.48692 -0.80664 1.41783
H 6.84180 -1.53947 0.80618
H 6.45828 -0.31809 -1.72389
H 4.95891 -2.14730 -1.65128
H 3.57508 0.41622 -1.89015
H 4.30997 1.25482 -0.53917
H 3.16543 -0.28010 1.06544
H 2.06477 0.66099 0.11851
H 1.62839 -1.17115 -1.42162
H 2.70403 -2.26721 -0.47517
H 0.08631 -0.09120 0.06094
C 3.86499 -7.24773 -0.29273
S 3.74121 -5.48533 -0.62937
O 4.89976 -5.13417 -1.49002
C 4.13558 -4.93624 1.03473
H 3.69552 -7.77628 -1.22805
H 4.86108 -7.47692 0.08594
H 3.10284 -7.53219 0.43278
H 5.11317 -5.32399 1.32180
H 3.36286 -5.28263 1.72122
H 4.16236 -3.84780 1.02818
C 4.58133 3.06683 4.81139
S 4.79168 1.52427 3.91831
O 4.62348 1.81252 2.46706
C 3.26374 0.76648 4.47801
H 5.42136 3.71145 4.56273
H 3.64808 3.54037 4.50721
H 4.57696 2.86256 5.88192
H 2.41834 1.39189 4.19106
H 3.29766 0.64372 5.56214
H 3.17716 -0.20816 4.00059
C -3.03437 2.27426 -2.80431
S -2.26272 1.77475 -1.26932
O -0.77896 1.73645 -1.48740
C -2.83573 0.07423 -1.33278
H -2.79029 3.31829 -2.98442
H -2.65097 1.66123 -3.62242
H -4.11534 2.15758 -2.69898
H -2.47952 -0.39533 -2.25083
H -3.92571 0.07007 -1.29155
H -2.43345 -0.45315 -0.46903
C 0.65173 4.34688 -3.22189
S -0.84608 5.20884 -2.74307
O -1.49108 5.70452 -3.98939
C -0.03088 6.61519 -1.97656
H 0.35731 3.44737 -3.75682
H 1.24931 4.99047 -3.86795
H 1.20666 4.06742 -2.32729
H 0.60734 7.10983 -2.70860
H 0.55564 6.27066 -1.12514
H -0.80286 7.30161 -1.63617
C -8.33668 2.80304 -3.18198
S -7.53756 2.11575 -1.72869
O -6.06962 2.11976 -2.00484
C -8.09537 0.43218 -1.98044
H -8.07102 3.85607 -3.24319
H -7.98654 2.28034 -4.07190
H -9.41652 2.70227 -3.07821
H -7.76301 0.07369 -2.95449
H -9.18215 0.39188 -1.90907
H -7.65641 -0.18748 -1.20191
C 0.73221 -1.09428 7.74688
S 1.80532 -0.62793 9.11134
O 2.54895 0.58411 8.67536
C 2.93290 -2.01760 8.94447
H -0.02963 -0.32469 7.64622
H 1.31557 -1.15920 6.82836
H 0.25913 -2.05082 7.96781
H 3.36654 -2.01728 7.94447
H 2.39265 -2.94612 9.12814
H 3.71825 -1.89841 9.68730
C -6.06617 -2.23452 -6.34144
S -5.56182 -2.04824 -4.62698
O -6.79847 -2.11247 -3.80205
C -5.11701 -0.31106 -4.75297
H -6.43108 -3.25076 -6.47163
H -6.86167 -1.52444 -6.56672
H -5.20685 -2.06785 -6.99058
H -5.97838 0.26284 -5.09516
H -4.28356 -0.19985 -5.44686
H -4.82051 0.03319 -3.76471
*
```

Highest occupied orbital energy   -8.52 eV
Strongest force on any atom   1.3 eV/Å
HOMO-LUMO gap   9.0 eV
Total energy   -123163.498 eV

***

Entry 2:
Entry from OMol25: a molecular structure, C18H54F2KNO28P6S2 in a non-equilibrium geometry (ωB97M-V/def2-TZVPD).

```
! wB97M-V def2-TZVPD RIJCOSX def2/J DEFGRID3
* xyz 0 1
K 3.35221 -0.38629 1.77625
N 0.42231 0.00214 1.56200
S -0.16726 0.81586 0.47595
O -0.61067 2.19877 0.84535
O -0.81477 0.13906 -0.62866
F 1.34275 1.11719 -0.11236
S -1.07409 -0.73596 2.05117
O -1.23388 -2.12898 1.69667
O -2.33158 0.06448 2.20128
F -0.43185 -0.75431 3.59539
C -0.33810 8.49261 -2.92295
O 0.91660 8.69869 -2.22228
P 1.76887 7.34963 -1.61154
O 2.42608 6.45150 -2.54832
O 0.58934 6.55315 -0.68874
C 0.17217 5.24237 -1.05748
O 2.70583 8.07000 -0.46037
C 3.50446 9.19449 -0.84954
H -0.32209 8.64623 -4.00195
H -1.05859 9.25676 -2.63132
H -0.97813 7.65702 -2.63964
H -0.89765 5.07404 -1.18101
H 0.58134 4.63278 -0.25183
H 0.59929 4.87171 -1.98929
H 3.57944 9.52618 -1.88513
H 4.48877 9.13416 -0.38523
H 3.19782 10.04716 -0.24372
C 0.93844 -8.22603 6.76582
O -0.00026 -7.12707 6.73346
P 0.40401 -5.75542 5.97522
O 1.77821 -5.23632 6.38556
O 0.22288 -6.12809 4.39413
C -1.00198 -6.59407 3.88528
O -0.92411 -4.76372 6.18339
C -0.85672 -3.38206 5.94053
H 1.27377 -8.30452 7.79999
H 1.69080 -8.32788 5.98372
H 0.36441 -9.13826 6.60318
H -0.91883 -7.26965 3.03394
H -1.40082 -5.67088 3.46487
H -1.81068 -7.01987 4.47924
H 0.00951 -2.88985 6.38264
H -1.69885 -2.89141 6.42858
H -0.94409 -3.06126 4.90248
C 1.75504 -0.52450 -4.75128
O 2.29154 0.18086 -3.58550
P 3.46990 1.24631 -3.70960
O 3.28040 2.47615 -4.57855
O 3.51844 1.61253 -2.16702
C 3.58441 3.00331 -1.83203
O 4.82231 0.28817 -3.89096
C 5.02347 -0.75176 -2.96460
H 1.91356 -1.60259 -4.77721
H 2.39785 -0.28366 -5.59797
H 0.70205 -0.30774 -4.93111
H 2.95463 2.93917 -0.94469
H 3.24281 3.73042 -2.56872
H 4.54926 3.36190 -1.47347
H 5.09616 -1.75149 -3.39278
H 4.21552 -1.06868 -2.30515
H 5.94350 -0.62089 -2.39493
C -3.81290 -1.40020 -1.71289
O -2.88145 -2.25411 -2.38544
P -3.54639 -3.57186 -3.15886
O -4.55883 -4.28003 -2.24734
O -4.18600 -2.92142 -4.49577
C -3.46501 -1.94029 -5.24773
O -2.30071 -4.38171 -3.67875
C -2.55359 -5.73330 -4.20467
H -3.78553 -0.41341 -2.17506
H -3.56899 -1.04655 -0.71112
H -4.85770 -1.70355 -1.64593
H -3.21681 -2.18077 -6.28149
H -2.59223 -1.40232 -4.87769
H -4.11878 -1.07006 -5.30605
H -3.60387 -5.99928 -4.32409
H -2.22521 -6.60263 -3.63500
H -2.09400 -5.87772 -5.18244
C 3.51062 -5.83036 -2.04177
O 3.42584 -4.45702 -2.02674
P 2.74735 -3.65866 -0.72865
O 3.71659 -2.80615 0.07638
O 1.59430 -2.84043 -1.41584
C 0.74149 -3.44240 -2.35350
O 1.92953 -4.85857 0.03096
C 1.00922 -4.58614 1.15519
H 2.56026 -6.34094 -2.19739
H 3.94355 -6.10007 -1.07848
H 4.18492 -6.21494 -2.80696
H 0.66331 -4.51899 -2.50502
H 0.80983 -2.92639 -3.31118
H -0.23508 -3.26968 -1.90119
H 0.00571 -4.38085 0.78247
H 1.56739 -4.02286 1.90302
H 0.80741 -5.55798 1.60563
C -3.63138 3.08349 1.76431
O -3.55915 4.42359 2.26291
P -2.62656 4.84697 3.50839
O -1.64399 3.75487 3.86217
O -2.08748 6.36342 3.21827
C -1.64277 6.81942 1.92694
O -3.71097 4.97508 4.67495
C -4.03127 6.21597 5.33288
H -4.52885 2.54781 2.07366
H -2.78378 2.47118 2.07212
H -3.53580 3.11654 0.67902
H -0.83350 6.19757 1.54420
H -1.36767 7.87243 1.98685
H -2.24520 6.64353 1.03574
H -5.03370 6.55303 5.06901
H -3.41492 7.11418 5.29505
H -4.21242 6.22096 6.40770
*
```

Highest occupied orbital energy   -9.60 eV
Strongest force on any atom   10.0 eV/Å
HOMO-LUMO gap   8.9 eV
Energy relative to the best compared isomer or geometry (same formula, charge and spin)   12.2 kcal/mol
Total energy   -177532.131 eV